Model one:
This record from the OMol25 dataset describes a 2-piece molecular cluster, C4H9O3 overall. The level of theory is the ωB97M-V functional and the def2-TZVPD basis.

molar mass: 105.113 g/mol
HOMO-LUMO gap: 6.448 eV
E_LUMO: 3.91 eV

Structure (ORCA input):
```
! wB97M-V def2-TZVPD RIJCOSX def2/J DEFGRID3
* xyz -1 1
O -0.019 -1.973 -1.875
O -1.576 -0.439 -2.359
O -0.386 0.146 0.416
C -0.415 -0.705 -2.181
C -0.408 0.279 2.824
C 0.718 0.250 -2.331
C 0.267 0.659 1.485
H -1.457 0.593 2.760
H 0.318 1.778 1.474
H -0.810 -2.378 -1.493
H -0.003 0.811 3.698
H 1.320 0.278 1.555
H 0.451 1.018 -3.054
H 1.672 -0.229 -2.532
H 0.724 0.716 -1.336
H -0.396 -0.804 2.949
*
```

List of Löwdin charges in e, atom by atom:
1. O 0.06
2. O 0.06
3. O -0.34
4. C -0.61
5. C -0.16
6. C -0.02
7. C -0.59
8. H 0.05
9. H 0.07
10. H 0.11
11. H 0.04
12. H 0.07
13. H 0.08
14. H 0.07
15. H 0.07
16. H 0.04

=====

Model two:
This record from the OMol25 dataset describes C4H9O3 as an isolated structure. The level of theory is the ωB97M-V functional and the def2-TZVPD basis.

molar mass: 105.113 g/mol
HOMO-LUMO gap: 7.593 eV
E_LUMO: 3.71 eV

Structure (ORCA input):
```
! wB97M-V def2-TZVPD RIJCOSX def2/J DEFGRID3
* xyz -1 1
O -0.277 -0.415 -2.287
O 1.191 1.584 -1.771
O 0.299 0.862 3.108
C 0.183 -0.208 1.184
C -0.791 -0.640 0.094
C -0.273 0.860 2.080
C -0.031 -1.278 -1.140
H -1.400 0.339 -0.232
H 0.335 0.669 -2.037
H -0.273 -2.256 -1.404
H -1.570 -1.259 0.434
H 0.760 2.119 -1.151
H 1.101 0.288 0.508
H 0.810 -0.938 1.830
H -1.062 1.558 1.796
H 0.997 -1.284 -1.013
*
```

List of Löwdin charges in e, atom by atom:
1. O -0.32
2. O -0.33
3. O 0.02
4. C -0.21
5. C -0.19
6. C -0.33
7. C -0.31
8. H 0.15
9. H 0.03
10. H 0.06
11. H 0.06
12. H -0.11
13. H 0.17
14. H 0.14
15. H 0.12
16. H 0.06

=====

Energies in eV, measured from the most stable structure: model one 0.000; model two 1.561.

=====

Model one:
This record from the OMol25 dataset describes a single C3H5NS molecule. The level of theory is the ωB97M-V functional and the def2-TZVPD basis.

molar mass: 87.147 g/mol
HOMO-LUMO gap: 9.048 eV
E_LUMO: 0.66 eV
SMILES: C=C=CNS

Structure (ORCA input):
```
! wB97M-V def2-TZVPD RIJCOSX def2/J DEFGRID3
* xyz 0 1
S 1.223 -0.751 1.893
N -0.101 0.361 1.492
C -0.705 0.476 0.184
C -0.254 0.096 -0.992
C 0.096 -0.443 -2.114
H -0.409 -1.409 -2.573
H -0.867 0.193 2.158
H -1.560 1.066 0.128
H 0.721 0.176 -2.932
H 1.857 0.236 2.758
*
```

List of Löwdin charges in e, atom by atom:
1. S 0.65
2. N -0.44
3. C -0.23
4. C -0.17
5. C -0.05
6. H 0.09
7. H 0.06
8. H 0.09
9. H 0.10
10. H -0.09

=====

Model two:
This record from the OMol25 dataset describes a 2-piece molecular cluster, C3H5NS overall. The level of theory is the ωB97M-V functional and the def2-TZVPD basis.

molar mass: 87.147 g/mol
HOMO-LUMO gap (alpha / beta): 7.530 / 7.529 eV
E_LUMO (alpha / beta): 0.39 / 0.39 eV

Structure (ORCA input):
```
! wB97M-V def2-TZVPD RIJCOSX def2/J DEFGRID3
* xyz 0 1
S -2.587 -0.401 -0.933
N 0.445 0.066 -0.156
C -2.407 -0.242 0.642
C 1.659 0.280 -0.832
C 0.007 -0.062 0.969
H 1.712 -0.273 -1.739
H 1.736 1.307 -0.961
H 2.502 -0.003 -0.191
H 0.235 -0.302 2.000
H -3.301 -0.369 1.201
*
```

List of Löwdin charges in e, atom by atom:
1. S 0.53
2. N -0.07
3. C -0.60
4. C -0.10
5. C 0.00
6. H 0.08
7. H 0.07
8. H 0.09
9. H 0.07
10. H -0.07

=====

Energies in eV, measured from the most stable structure: model one 0.000; model two 1.816.

=====

Model one:
This record from the OMol25 dataset describes a single C3H5NS molecule. The level of theory is the ωB97M-V functional and the def2-TZVPD basis.

molar mass: 87.147 g/mol
HOMO-LUMO gap: 8.693 eV
E_LUMO: -0.03 eV
SMILES: S=C[C@H]1CN1

Structure (ORCA input):
```
! wB97M-V def2-TZVPD RIJCOSX def2/J DEFGRID3
* xyz 0 1
S -0.975 -0.546 1.652
N 1.405 -0.080 -1.234
C -0.002 -0.154 -0.926
C 0.580 0.954 -1.747
C -0.093 0.218 0.548
H 0.568 1.014 0.872
H 0.199 1.035 -2.797
H 2.115 0.151 -0.555
H 0.674 1.954 -1.303
H -0.701 -0.956 -1.264
*
```

List of Löwdin charges in e, atom by atom:
1. S 0.67
2. N 0.00
3. C -0.35
4. C -0.17
5. C -0.67
6. H 0.05
7. H 0.12
8. H 0.11
9. H 0.11
10. H 0.14

=====

Model two:
This record from the OMol25 dataset describes a 2-piece molecular cluster, C3H5NS overall. The level of theory is the ωB97M-V functional and the def2-TZVPD basis.

molar mass: 87.147 g/mol
HOMO-LUMO gap (alpha / beta): 8.588 / 8.588 eV
E_LUMO (alpha / beta): -0.07 / -0.07 eV

Structure (ORCA input):
```
! wB97M-V def2-TZVPD RIJCOSX def2/J DEFGRID3
* xyz 0 1
S -2.089 0.343 -0.466
N -2.718 -0.915 0.220
C -0.503 0.503 -0.129
C 2.507 0.167 -0.338
C 1.960 -0.906 -0.321
H 1.380 -1.771 -0.380
H -0.018 1.387 -0.563
H 0.003 -0.367 0.116
H 3.168 0.982 -0.256
H -3.674 -0.896 0.549
*
```

List of Löwdin charges in e, atom by atom:
1. S 0.83
2. N -0.43
3. C -0.37
4. C 0.01
5. C -0.01
6. H 0.03
7. H 0.02
8. H -0.07
9. H 0.02
10. H -0.03

=====

Energies in eV, measured from the most stable structure: model one 0.000; model two 2.887.

=====

Model one:
This record from the OMol25 dataset describes a single C3H5NS molecule. The level of theory is the ωB97M-V functional and the def2-TZVPD basis.

molar mass: 87.147 g/mol
HOMO-LUMO gap: 10.381 eV
E_LUMO: 0.66 eV
SMILES: N#CCCS

Structure (ORCA input):
```
! wB97M-V def2-TZVPD RIJCOSX def2/J DEFGRID3
* xyz 0 1
S 1.281 -0.045 -1.915
N -2.085 -0.098 2.050
C 0.152 -0.144 0.622
C -0.214 0.084 -0.842
C -1.091 -0.137 1.442
H -0.955 -0.657 -1.175
H 2.164 0.369 -0.947
H 0.790 0.656 0.973
H -0.695 1.065 -0.933
H 0.652 -1.092 0.724
*
```

List of Löwdin charges in e, atom by atom:
1. S 0.68
2. N 0.14
3. C -0.27
4. C -0.57
5. C -0.22
6. H 0.08
7. H -0.13
8. H 0.11
9. H 0.08
10. H 0.11

=====

Model two:
This record from the OMol25 dataset describes a single C3H5NS molecule. The level of theory is the ωB97M-V functional and the def2-TZVPD basis.

molar mass: 87.147 g/mol
HOMO-LUMO gap: 9.319 eV
E_LUMO: 0.28 eV
SMILES: [H]/N=C/C=C/S

Structure (ORCA input):
```
! wB97M-V def2-TZVPD RIJCOSX def2/J DEFGRID3
* xyz 0 1
S 3.073 -0.015 0.195
N -1.930 0.745 -0.087
C 1.079 0.178 0.128
C -1.475 -0.432 -0.129
C 0.057 -0.704 0.007
H 0.139 -1.739 0.193
H -2.053 -1.256 0.017
H 3.012 1.263 0.111
H -2.906 0.707 -0.325
H 1.006 1.254 -0.111
*
```

List of Löwdin charges in e, atom by atom:
1. S 0.64
2. N 0.09
3. C -0.34
4. C -0.22
5. C -0.14
6. H 0.06
7. H 0.06
8. H -0.23
9. H 0.04
10. H 0.05

=====

Energies in eV, measured from the most stable structure: model one 0.000; model two 2.087.

=====

Model one:
This record from the OMol25 dataset describes C5H2O3 as an isolated structure. The level of theory is the ωB97M-V functional and the def2-TZVPD basis.

molar mass: 110.068 g/mol
HOMO-LUMO gap: 8.278 eV
E_LUMO: -1.88 eV

Structure (ORCA input):
```
! wB97M-V def2-TZVPD RIJCOSX def2/J DEFGRID3
* xyz 0 1
O -0.065 -1.499 1.094
O 2.053 -1.261 -0.407
O 0.666 1.755 0.585
C -2.816 0.093 -0.394
C -1.672 -0.339 -0.211
C -0.230 -0.564 0.258
C 2.132 0.070 -0.266
C 0.901 0.587 0.388
H 2.976 1.023 -0.823
H -3.946 0.136 -0.224
*
```

List of Löwdin charges in e, atom by atom:
1. O 0.07
2. O -0.01
3. O 0.14
4. C 0.11
5. C -0.01
6. C -0.25
7. C -0.05
8. C -0.31
9. H 0.23
10. H 0.08

=====

Model two:
This record from the OMol25 dataset describes C5H2O3 as an isolated structure. The level of theory is the ωB97M-V functional and the def2-TZVPD basis.

molar mass: 110.068 g/mol
HOMO-LUMO gap (alpha / beta): 6.753 / 7.053 eV
E_LUMO (alpha / beta): -2.50 / -2.43 eV

Structure (ORCA input):
```
! wB97M-V def2-TZVPD RIJCOSX def2/J DEFGRID3
* xyz 0 1
O -1.510 2.008 -0.184
O -3.857 -0.188 1.147
O -3.534 -0.675 -1.120
C -3.657 -0.382 0.011
C -1.734 0.729 -0.152
C -0.594 -0.084 -0.048
C 0.457 0.869 0.001
C -0.212 2.053 -0.071
H 1.478 0.816 0.130
H -0.714 -1.166 0.036
*
```

List of Löwdin charges in e, atom by atom:
1. O 0.05
2. O 0.19
3. O 0.18
4. C -0.47
5. C -0.07
6. C -0.02
7. C -0.06
8. C 0.01
9. H 0.08
10. H 0.12

=====

Energies in eV, measured from the most stable structure: model one 0.000; model two 0.150.

=====

Model one:
This record from the OMol25 dataset describes a single C2H4N2S2 molecule. The level of theory is the ωB97M-V functional and the def2-TZVPD basis.

molar mass: 120.202 g/mol
HOMO-LUMO gap: 8.847 eV
E_LUMO: -0.12 eV
SMILES: S=CN/C=N\S

Structure (ORCA input):
```
! wB97M-V def2-TZVPD RIJCOSX def2/J DEFGRID3
* xyz 0 1
S 3.118 -0.894 -0.023
S -2.025 -1.212 -0.056
N 0.585 -0.130 0.001
N -1.759 0.457 0.029
C 1.867 0.178 -0.084
C -0.523 0.749 -0.032
H 1.996 1.239 -0.114
H -0.272 1.780 -0.071
H 0.357 -1.044 0.403
H -3.344 -1.124 -0.053
*
```

List of Löwdin charges in e, atom by atom:
1. S 0.61
2. S 0.75
3. N -0.07
4. N -0.34
5. C -0.73
6. C -0.33
7. H 0.06
8. H 0.11
9. H 0.08
10. H -0.15

=====

Model two:
This record from the OMol25 dataset describes C2H4N2S2 as an isolated structure. The level of theory is the ωB97M-V functional and the def2-TZVPD basis.

molar mass: 120.202 g/mol
HOMO-LUMO gap: 8.110 eV
E_LUMO: -0.92 eV

Structure (ORCA input):
```
! wB97M-V def2-TZVPD RIJCOSX def2/J DEFGRID3
* xyz 0 1
S -3.591 0.655 0.115
S -0.838 0.080 0.941
N 0.516 -0.497 0.130
N 2.059 1.405 -0.027
C 1.799 0.177 0.027
C -2.130 -0.200 -0.260
H 1.159 1.798 0.422
H -2.134 -1.170 -1.310
H 2.495 -0.664 -0.384
H 0.665 -1.585 0.345
*
```

List of Löwdin charges in e, atom by atom:
1. S 0.46
2. S 0.79
3. N -0.43
4. N 0.08
5. C -0.40
6. C -0.98
7. H 0.05
8. H 0.17
9. H 0.13
10. H 0.13

=====

Energies in eV, measured from the most stable structure: model one 0.000; model two 2.417.